Below is C12H37N3O7Sr as an isolated structure at a distorted geometry, with properties calculated with the ωB97M-V functional and the def2-TZVPD basis.

2S+1: 1
LUMO in eV: 4.308
Electronic energy in eV: -32681.3238
Charge: -2
HOMO in eV: 0.06
HOMO-LUMO gap in eV: 4.24

Element x y z (Å)
Sr -11.57 20.31 -19.46
O -10.47 18.98 -21.23
H -10.09 18.10 -21.13
O -11.55 18.40 -18.01
H -11.94 17.90 -17.28
O -12.51 21.50 -21.55
H -13.34 21.70 -21.11
O -9.82 21.95 -19.92
H -9.29 22.76 -19.88
C -12.39 22.05 -15.11
C -12.44 21.47 -16.52
C -13.73 21.88 -17.18
O -13.95 21.21 -18.40
C -14.95 21.85 -19.15
N -11.33 21.92 -17.37
H -13.33 21.87 -14.56
H -12.29 23.14 -15.18
H -11.52 21.69 -14.57
H -12.40 20.37 -16.48
H -13.71 22.97 -17.36
H -14.59 21.66 -16.52
H -14.83 22.94 -19.14
H -15.95 21.58 -18.77
H -14.87 21.51 -20.18
H -10.44 21.81 -16.90
H -11.41 22.91 -17.59
C -7.39 17.99 -15.38
C -8.83 18.11 -15.92
C -9.69 18.90 -14.96
O -9.73 18.27 -13.68
C -10.47 19.04 -12.76
N -8.84 18.88 -17.16
H -7.02 18.95 -15.01
H -6.71 17.69 -16.18
H -7.33 17.25 -14.57
H -9.24 17.09 -16.00
H -10.71 18.98 -15.36
H -9.27 19.92 -14.89
H -10.63 18.43 -11.87
H -11.45 19.33 -13.16
H -9.92 19.95 -12.48
H -9.81 18.82 -17.52
H -8.30 18.36 -17.85
C -15.06 18.55 -22.02
C -14.57 17.99 -20.69
C -14.63 16.47 -20.65
O -15.96 15.93 -20.60
C -16.48 15.96 -19.29
N -13.24 18.51 -20.41
H -14.54 18.08 -22.85
H -14.87 19.63 -22.03
H -16.14 18.38 -22.13
H -15.24 18.38 -19.90
H -14.02 16.09 -19.83
H -14.23 16.11 -21.60
H -16.55 16.98 -18.91
H -15.86 15.36 -18.60
H -17.46 15.49 -19.32
H -12.80 18.03 -19.61
H -12.59 18.38 -21.20

***

Below is a 14-piece molecular cluster, C96H112Cl6N16 overall at a distorted geometry, with properties calculated with the ωB97M-V functional and the def2-TZVPD basis.

2S+1: 2
LUMO (spin up / spin down) in eV: -15.308 / -15.308
Electronic energy in eV: -200241.7555
Charge: +9
HOMO (spin up / spin down) in eV: -17.58 / -17.58
HOMO-LUMO gap (spin up / spin down) in eV: 2.27 / 2.27

Element x y z (Å)
C 8.27 -1.95 10.50
N 7.19 -1.81 11.44
C 7.31 -0.96 12.48
C 6.24 -0.73 13.31
C 5.01 -1.33 13.19
C 4.90 -2.23 12.12
C 5.93 -2.43 11.23
C 3.91 -0.88 14.13
C 2.69 -0.51 13.54
C 1.67 -0.13 14.36
N 1.82 0.05 15.69
C 3.00 -0.25 16.29
C 4.04 -0.82 15.57
C 0.61 0.48 16.38
H 8.37 -1.00 9.97
H 8.07 -2.72 9.76
H 9.23 -2.16 10.98
H 8.22 -0.41 12.65
H 6.34 -0.03 14.13
H 3.97 -2.77 12.04
H 5.89 -3.14 10.42
H 2.45 -0.65 12.49
H 0.70 0.16 13.99
H 2.88 -0.15 17.36
H 4.97 -1.10 16.04
H -0.04 -0.35 16.63
H 0.04 1.19 15.79
H 0.88 0.88 17.35
C -4.81 2.34 20.65
N -4.60 0.93 20.25
C -5.09 0.54 19.03
C -5.06 -0.85 18.69
C -4.51 -1.72 19.56
C -3.93 -1.33 20.78
C -4.00 0.01 21.09
C -4.57 -3.17 19.30
C -4.63 -3.68 17.97
C -4.90 -5.01 17.71
N -4.98 -5.94 18.71
C -4.86 -5.53 19.99
C -4.73 -4.13 20.31
C -5.33 -7.38 18.38
H -5.21 2.94 19.83
H -3.80 2.68 20.85
H -5.48 2.30 21.51
H -5.42 1.31 18.34
H -5.52 -1.12 17.75
H -3.49 -1.94 21.55
H -3.73 0.42 22.05
H -4.58 -2.92 17.20
H -5.14 -5.39 16.72
H -4.97 -6.37 20.67
H -4.68 -3.81 21.34
H -4.61 -7.63 17.60
H -6.31 -7.34 17.89
H -5.27 -8.08 19.21
C -4.40 1.91 10.02
N -4.81 2.21 8.66
C -5.92 2.89 8.45
C -6.29 3.18 7.12
C -5.58 2.70 6.02
C -4.50 1.92 6.32
C -4.08 1.69 7.64
C -5.98 3.08 4.67
C -6.20 2.10 3.73
C -6.49 2.46 2.37
N -6.46 3.82 2.08
C -6.18 4.80 2.95
C -6.01 4.41 4.29
C -6.91 4.26 0.72
H -3.34 2.10 10.18
H -4.69 0.88 10.21
H -4.96 2.54 10.72
H -6.41 3.40 9.26
H -7.17 3.76 6.88
H -3.88 1.48 5.55
H -3.15 1.20 7.89
H -6.02 1.05 3.92
H -6.58 1.73 1.58
H -6.17 5.82 2.60
H -5.79 5.17 5.02
H -7.79 4.91 0.77
H -7.25 3.43 0.11
H -6.03 4.77 0.31
C -2.85 4.30 18.51
N -3.03 5.28 19.63
C -4.19 5.92 19.80
C -4.25 6.95 20.73
C -3.20 7.14 21.64
C -2.05 6.44 21.40
C -1.95 5.50 20.43
C -3.26 8.20 22.72
C -2.18 9.04 22.91
C -2.25 10.19 23.70
N -3.38 10.41 24.42
C -4.39 9.53 24.44
C -4.28 8.41 23.60
C -3.45 11.64 25.21
H -2.85 3.31 18.95
H -1.86 4.39 18.06
H -3.74 4.25 17.88
H -5.06 5.60 19.26
H -5.16 7.53 20.77
H -1.17 6.53 22.02
H -1.04 4.93 20.27
H -1.33 9.00 22.25
H -1.52 10.99 23.66
H -5.21 9.79 25.10
H -5.07 7.67 23.64
H -2.78 11.71 26.06
H -4.47 11.74 25.60
H -3.39 12.44 24.47
C 3.73 10.85 7.83
N 2.49 10.51 8.54
C 1.98 11.47 9.37
C 0.88 11.16 10.18
C 0.28 9.86 10.07
C 0.95 8.91 9.29
C 2.06 9.25 8.49
C -1.01 9.55 10.65
C -1.25 8.31 11.26
C -2.53 8.02 11.69
N -3.49 8.99 11.53
C -3.28 10.21 11.05
C -2.03 10.51 10.56
C -4.89 8.69 11.97
H 3.75 11.90 7.56
H 3.64 10.39 6.84
H 4.67 10.50 8.26
H 2.48 12.43 9.28
H 0.45 11.87 10.87
H 0.47 7.96 9.05
H 2.58 8.56 7.85
H -0.45 7.59 11.30
H -2.80 7.10 12.19
H -4.12 10.84 10.84
H -1.94 11.45 10.03
H -5.33 8.28 11.06
H -5.36 9.62 12.30
H -4.78 8.00 12.82
C -9.75 5.31 15.96
N -10.04 4.24 14.97
C -11.06 4.36 14.10
C -11.44 3.35 13.25
C -10.85 2.09 13.37
C -9.84 1.97 14.28
C -9.41 3.07 15.11
C -11.36 0.89 12.67
C -12.69 0.63 12.43
C -13.20 -0.52 11.78
N -12.32 -1.47 11.43
C -11.01 -1.38 11.68
C -10.49 -0.18 12.24
C -12.71 -2.79 10.87
H -8.85 5.85 15.69
H -9.58 4.82 16.92
H -10.64 5.92 16.09
H -11.60 5.30 14.05
H -12.25 3.53 12.56
H -9.52 0.97 14.50
H -8.79 3.06 15.99
H -13.38 1.35 12.85
H -14.22 -0.80 11.57
H -10.36 -2.23 11.53
H -9.44 -0.06 12.44
H -12.02 -3.05 10.07
H -13.78 -2.76 10.65
H -12.65 -3.60 11.59
C -7.71 -5.74 6.73
N -8.52 -4.53 6.83
C -9.51 -4.28 5.92
C -10.49 -3.30 6.19
C -10.40 -2.49 7.32
C -9.31 -2.78 8.18
C -8.32 -3.74 7.94
C -11.40 -1.38 7.62
C -11.10 -0.23 8.33
C -12.06 0.68 8.75
N -13.36 0.54 8.34
C -13.69 -0.59 7.67
C -12.75 -1.53 7.33
C -14.27 1.73 8.52
H -7.36 -5.98 7.73
H -6.89 -5.45 6.07
H -8.26 -6.57 6.29
H -9.58 -5.02 5.14
H -11.24 -3.19 5.42
H -9.12 -2.14 9.02
H -7.43 -3.93 8.52
H -10.10 -0.08 8.70
H -11.81 1.61 9.25
H -14.76 -0.74 7.61
H -13.23 -2.42 6.98
H -14.07 2.40 7.69
H -14.06 2.14 9.50
H -15.30 1.42 8.40
C -2.96 2.27 15.71
N -3.92 2.74 14.74
C -3.85 4.00 14.22
C -4.92 4.45 13.38
C -6.01 3.66 13.06
C -6.00 2.37 13.63
C -5.03 1.90 14.52
C -7.16 4.08 12.30
C -7.83 3.25 11.37
C -8.86 3.70 10.51
N -9.33 4.95 10.73
C -8.69 5.80 11.59
C -7.62 5.43 12.36
C -10.61 5.29 10.12
H -2.37 1.50 15.20
H -3.54 1.94 16.57
H -2.35 3.16 15.90
H -2.89 4.50 14.23
H -4.92 5.44 12.93
H -6.70 1.57 13.39
H -5.05 0.95 15.03
H -7.57 2.21 11.32
H -9.36 3.05 9.81
H -8.99 6.84 11.61
H -7.25 6.13 13.09
H -11.42 4.62 10.41
H -10.45 5.53 9.07
H -11.00 6.21 10.57
Cl -7.48 0.02 9.72
Cl -13.11 6.76 12.56
Cl -0.78 2.28 12.94
Cl -2.97 -1.20 15.65
Cl -7.46 -0.65 15.59
Cl -10.00 3.32 7.11

***

Below is a 2-piece molecular cluster, C2H4Br2S2 overall at a distorted geometry, with properties calculated with the ωB97M-V functional and the def2-TZVPD basis.

2S+1: 1
LUMO in eV: 0.067
Electronic energy in eV: -163891.6187
HOMO in eV: -8.86
HOMO-LUMO gap in eV: 8.92

Element x y z (Å)
C 0.83 0.12 -0.75
C -1.29 -0.19 -0.80
S 1.73 0.02 2.05
S 1.12 1.34 0.57
Br -1.99 0.82 0.73
Br -1.51 -2.10 -0.79
H 1.22 0.69 -1.55
H 1.02 -0.90 -0.69
H -1.80 0.27 -1.78
H 0.67 -0.08 3.01

***

Below is an isolated ion of composition C7H12N3 and charge +1 at a distorted geometry, with properties calculated with the ωB97M-V functional and the def2-TZVPD basis.

2S+1: 1
Structure (SMILES): N[C@H]1[NH+]=CNC2=C1CCC2
LUMO in eV: -3.638
Electronic energy in eV: -11916.0923
Charge: +1
HOMO in eV: -12.23
HOMO-LUMO gap in eV: 8.60

Element x y z (Å)
N -1.88 1.44 0.95
C -1.52 0.03 0.71
N -2.40 -0.26 -0.44
C -1.97 -0.29 -1.66
N -0.70 -0.21 -1.93
C 0.26 -0.13 -1.00
C -0.12 -0.22 0.44
C 1.15 -0.09 1.27
C 2.10 -0.82 0.32
C 1.79 -0.18 -1.09
H -1.08 2.10 0.96
H -2.41 1.57 1.78
H -1.89 -0.65 1.48
H -3.41 -0.32 -0.28
H -2.86 -0.25 -2.40
H -0.43 -0.27 -2.99
H 1.28 0.94 1.36
H 1.04 -0.48 2.25
H 3.11 -0.60 0.60
H 1.86 -1.84 0.30
H 2.18 -0.58 -2.02
H 2.30 0.93 -1.05

***

Below is a 2-piece molecular cluster, C7H7Cl2N4O overall at a distorted geometry, with properties calculated with the ωB97M-V functional and the def2-TZVPD basis.

2S+1: 1
LUMO in eV: -4.065
Electronic energy in eV: -40415.3291
Charge: +1
HOMO in eV: -12.56
HOMO-LUMO gap in eV: 8.50

Element x y z (Å)
C -3.87 -0.53 -0.40
C -3.20 -0.54 0.95
C -3.23 1.44 0.08
C -3.17 2.76 -0.01
C -0.03 1.00 1.27
C -0.01 0.19 -2.00
C 0.96 -0.01 -0.86
N -3.66 0.64 -0.98
N -2.76 0.67 1.20
N 0.41 0.61 0.29
N -0.61 1.43 2.28
O -3.12 3.91 0.06
Cl -4.59 -1.89 -1.02
Cl -3.06 -1.81 1.98
H 0.51 0.31 -3.04
H -0.64 -0.67 -2.18
H -0.73 1.13 -1.88
H 0.97 -1.01 -0.70
H 1.92 0.51 -0.92
H -1.55 1.09 2.38
H -0.09 2.06 2.99

***

Below is an isolated ion of composition C6H15N5O and charge +2 at a distorted geometry, with properties calculated with the ωB97M-V functional and the def2-TZVPD basis.

2S+1: 1
Structure (SMILES): [H]/N=C(\C(=[NH2+])OC)[C@@H](C)NC(N)=[NH2+]
LUMO in eV: -7.814
Electronic energy in eV: -15945.6820
Charge: +2
HOMO in eV: -18.02
HOMO-LUMO gap in eV: 10.20

Element x y z (Å)
H -2.35 0.27 0.38
N -1.78 -0.44 0.08
C -0.59 -0.26 0.40
C -0.18 1.01 1.09
N 0.78 1.08 1.97
O -0.89 1.97 0.75
C -0.77 3.28 1.17
C 0.48 -1.35 0.21
C 0.23 -2.52 1.12
N 0.57 -1.91 -1.19
C 0.36 -0.87 -2.09
N 0.65 0.35 -1.63
N -0.16 -1.06 -3.28
H 0.84 1.96 2.45
H 1.33 0.36 2.38
H -1.67 3.70 1.70
H -0.61 4.01 0.34
H -0.07 3.40 2.01
H 1.53 -0.78 0.30
H -0.11 -2.21 2.20
H 1.05 -3.16 1.35
H -0.39 -3.27 0.62
H 0.36 -2.92 -1.38
H 0.60 1.18 -2.29
H 1.57 0.41 -1.23
H -0.05 -0.47 -4.09
H -0.76 -1.80 -3.35

***

Below is a 3-piece molecular cluster, C18H46FN3O5P2 overall at a distorted geometry, with properties calculated with the ωB97M-V functional and the def2-TZVPD basis.

2S+1: 1
Structure (SMILES): COCCCCCCCP(N)(F)(CC(=O)N(C)C)P(N)O.CC(C)O.CC(C)O
LUMO in eV: 0.490
Electronic energy in eV: -55408.5991
HOMO in eV: -7.34
HOMO-LUMO gap in eV: 7.83

Element x y z (Å)
C 7.79 0.78 0.16
O 6.88 -0.24 -0.45
C 5.67 0.44 -0.97
C 4.59 0.81 0.22
C 3.24 1.59 -0.28
C 2.96 1.54 -1.89
C 1.79 2.70 -2.19
C 0.85 2.34 -3.48
C -0.77 2.39 -3.20
P -1.40 1.06 -1.97
N -0.39 -0.19 -1.18
F -1.11 2.08 -0.57
C -3.30 1.18 -1.53
C -3.61 0.77 0.03
O -3.37 -0.53 0.37
N -4.18 1.68 1.10
C -3.67 3.10 1.00
C -3.87 1.19 2.51
P -1.82 -0.38 -3.58
N -2.41 -1.90 -2.85
O -0.25 -0.78 -4.26
H 8.16 0.34 1.20
H 8.72 0.92 -0.58
H 7.23 1.82 0.30
H 6.01 1.45 -1.50
H 5.17 -0.24 -1.78
H 4.39 -0.18 0.84
H 5.16 1.55 0.96
H 3.19 2.70 0.13
H 2.32 1.03 0.24
H 3.87 1.84 -2.57
H 2.45 0.52 -2.18
H 1.21 2.95 -1.20
H 2.41 3.68 -2.46
H 1.07 3.18 -4.31
H 1.24 1.34 -3.93
H -1.30 2.15 -4.24
H -1.17 3.47 -2.89
H -0.82 -0.54 -0.28
H 0.54 0.23 -0.87
H -3.68 2.25 -1.83
H -3.83 0.40 -2.25
H -4.27 3.84 1.72
H -2.55 3.11 1.37
H -3.69 3.57 -0.07
H -3.83 2.15 3.20
H -2.83 0.66 2.62
H -4.77 0.54 2.91
H -2.86 -1.75 -1.92
H -1.64 -2.61 -2.78
H -0.19 -1.78 -4.30
C -2.27 -6.02 -2.55
C -0.75 -6.05 -2.43
C -0.22 -7.47 -2.55
O -0.36 -5.52 -1.16
H -2.74 -6.61 -1.75
H -2.64 -4.99 -2.44
H -2.60 -6.41 -3.51
H -0.31 -5.42 -3.20
H -0.62 -8.11 -1.76
H 0.87 -7.48 -2.45
H -0.49 -7.91 -3.52
H -0.76 -6.07 -0.47
C -1.46 2.82 7.03
C -1.92 1.51 6.40
C -0.81 0.47 6.43
O -2.30 1.75 5.05
H -0.61 3.24 6.49
H -2.26 3.56 6.99
H -1.18 2.67 8.08
H -2.80 1.13 6.93
H 0.06 0.81 5.87
H -1.15 -0.46 5.96
H -0.51 0.25 7.46
H -1.53 2.09 4.57

***

Below is C9H18ClCoIO3P as an isolated structure at a distorted geometry, with properties calculated with the ωB97M-V functional and the def2-TZVPD basis.

2S+1: 5
LUMO (spin up / spin down) in eV: -7.586 / -10.375
Electronic energy in eV: -83285.7280
Charge: +2
HOMO (spin up / spin down) in eV: -14.91 / -16.26
HOMO-LUMO gap (spin up / spin down) in eV: 7.32 / 5.89

Element x y z (Å)
C -0.34 -2.51 0.72
C 0.43 -1.98 1.90
H 0.26 -3.30 0.28
H -0.47 -1.71 -0.02
H -1.30 -2.91 1.06
O 1.65 -2.12 2.07
I 1.13 0.64 2.28
Co -1.50 1.21 -1.94
P 0.09 1.15 -3.47
C 1.86 1.41 -3.71
C -0.57 -0.19 -4.47
H -1.61 2.76 -2.73
H -1.20 2.84 -4.50
H -0.05 3.51 -3.31
C -0.78 2.71 -3.49
H -1.56 -0.47 -4.07
H -0.65 0.14 -5.52
H 2.09 1.58 -4.77
H 2.42 0.53 -3.35
H 0.11 -1.05 -4.39
H 2.18 2.29 -3.13
C 0.18 0.58 -1.63
O 0.87 0.05 -0.81
Cl -3.50 0.62 -1.43
C -1.00 0.19 4.38
C 0.14 -0.59 3.74
C 1.18 -1.13 4.70
O -0.44 -1.58 2.88
H -1.55 -0.47 5.08
H -1.70 0.49 3.58
H -0.68 1.08 4.93
H 1.37 -2.18 4.46
H 2.12 -0.58 4.59
H 0.82 -1.02 5.73